Density functional theory data (ωB97M-V/def2-TZVPD) for a molecular structure, C14H16BCdCl3N2O3S5Si at a distorted geometry.

Atoms and positions in Å:
Cd1 -3.316 0.566 -1.125
S1 -8.963 -4.083 0.881
C1 -7.806 -3.068 0.271
S2 -7.647 -1.420 0.768
C2 -6.303 -0.971 -0.279
C3 -5.802 -1.959 -1.081
S3 -4.520 -1.850 -2.200
S4 -6.637 -3.519 -0.927
S5 -5.798 0.658 -0.140
C4 4.929 -0.702 -0.182
C5 4.274 -1.296 1.070
C6 4.438 -2.823 1.049
C7 4.999 -0.716 2.292
C8 2.784 -0.984 1.131
C9 2.103 -1.102 2.342
C10 0.740 -0.874 2.459
C11 0.044 -0.543 1.316
O1 -1.264 -0.305 1.125
B1 -1.452 -0.053 -0.244
O2 -0.190 -0.144 -0.871
C12 0.710 -0.435 0.087
C13 2.071 -0.640 -0.018
H1 6.009 -0.852 -0.151
H2 4.732 0.367 -0.238
H3 4.551 -1.173 -1.087
H4 5.492 -3.096 1.066
H5 3.983 -3.242 0.153
H6 3.952 -3.266 1.915
H7 6.076 -0.781 2.160
H8 4.749 -1.256 3.198
H9 4.731 0.328 2.429
H10 2.638 -1.377 3.240
H11 0.239 -0.959 3.410
H12 2.539 -0.529 -0.981
Cl1 -2.959 4.987 -2.962
Si1 -4.104 3.304 -2.085
Cl2 -3.184 1.731 -3.597
Cl3 -5.848 3.692 -3.194
N1 0.532 4.171 -0.621
C14 -0.436 3.289 -1.063
N2 -0.457 3.129 -2.415
O3 -1.154 2.702 -0.280
H13 1.283 4.410 -1.243
H14 0.737 4.135 0.362
H15 -0.237 3.941 -2.973
H16 -1.256 2.609 -2.768

Results
LUMO, eV: 3.57
HOMO energy, eV: -0.80
Energy relative to the best compared isomer or geometry (same formula, charge and spin), kJ/mol: 135.60
DFT total energy, eV: -128772.437
Orbital gap, Eh: 0.161
Total charge: -2



Density functional theory data (ωB97M-V/def2-TZVPD) for 2 unconnected molecules or ions with the total composition C14H16BClF3IN3O6S at a distorted geometry.

Atoms and positions in Å:
O1 3.100 -1.349 0.902
C1 1.976 -1.038 1.018
C2 1.402 -0.078 -0.039
C3 -0.122 -0.052 -0.189
O2 -0.762 1.100 -0.680
B1 -0.096 1.793 -1.723
O3 -0.721 1.840 -2.966
O4 1.066 2.473 -1.591
S1 -0.968 -0.156 1.516
C4 -2.491 -0.335 0.563
Cl1 -3.937 0.307 1.164
N1 -2.299 -0.934 -0.589
C5 -3.404 -1.107 -1.565
C6 -4.620 -1.926 -1.033
C7 -5.932 -1.052 -1.057
I1 -7.277 -1.640 -2.638
C8 -0.884 -1.375 -0.743
O5 -0.789 -2.309 0.358
N2 -0.001 -3.459 0.031
O6 -0.239 -4.291 0.792
C9 -0.463 -1.945 -2.102
F1 -0.766 -1.090 -3.076
F2 0.826 -2.138 -2.183
F3 -1.119 -3.057 -2.392
H1 1.424 -1.487 1.873
H2 1.861 -0.236 -1.026
H3 1.732 0.938 0.258
H4 -1.671 1.832 -2.763
H5 1.352 2.773 -2.469
H6 -3.070 -1.578 -2.496
H7 -3.715 -0.089 -1.854
H8 -4.486 -2.320 -0.016
H9 -4.828 -2.768 -1.705
H10 -6.412 -1.133 -0.074
H11 -5.727 0.012 -1.218
N3 3.259 2.345 3.327
C10 4.033 3.430 3.381
C11 5.314 3.489 2.853
C12 5.823 2.357 2.237
C13 5.036 1.218 2.171
C14 3.769 1.268 2.728
H12 3.594 4.290 3.875
H13 5.897 4.397 2.924
H14 6.820 2.362 1.814
H15 5.396 0.313 1.699
H16 3.116 0.406 2.701

Results
LUMO, eV: -4.81
HOMO energy, eV: -11.68
DFT total energy, eV: -71811.478
Orbital gap, Eh: 0.253
Total charge: +1



Which value of total charge does entry 2 give?
+1



Among the records above, which one has the lowest DFT total energy?
C14H16BCdCl3N2O3S5Si



Which formula does entry 1 have?
C14H16BCdCl3N2O3S5Si